(1)
DFT (the ωB97M-V functional and the def2-TZVPD basis) results for a cluster of 13 separate species, C18H62O13 in total at a distorted geometry.

```
93
Properties=species:S:1:pos:R:3:forces:R:3
C -3.026 -5.235 -3.574 -0.68 -0.84 -0.03
C -4.469 -4.711 -3.505 0.58 0.20 -0.77
O -5.284 -5.410 -4.477 0.61 -0.08 0.78
H -2.967 -6.285 -3.286 -0.36 -0.16 0.19
H -2.371 -4.732 -2.863 0.01 0.38 -0.36
H -2.665 -5.260 -4.602 0.18 0.61 0.07
H -4.461 -3.655 -3.772 0.05 0.20 -0.03
H -4.820 -4.752 -2.474 -0.41 -0.43 -0.01
H -6.131 -4.970 -4.579 0.03 0.12 0.16
C 1.801 8.047 -0.004 0.17 0.45 0.62
C 1.571 7.249 1.285 -0.39 0.76 -0.81
O 1.237 5.953 0.929 -0.17 -2.12 0.36
H 2.641 7.603 -0.539 0.23 0.11 0.11
H 2.014 9.092 0.220 0.17 0.02 -0.12
H 0.975 8.034 -0.714 -0.37 -0.14 0.34
H 0.763 7.579 1.938 -0.22 0.67 -0.28
H 2.444 7.274 1.938 0.42 -0.18 -0.25
H 1.184 5.797 -0.017 0.16 0.35 0.00
C 1.126 -3.963 6.251 0.71 1.06 -0.65
C 1.412 -2.468 5.865 -0.79 -1.39 0.34
O 0.377 -1.743 6.456 -1.11 1.02 0.50
H 0.269 -4.352 5.700 0.09 0.16 -0.21
H 0.857 -4.058 7.303 0.37 0.18 0.06
H 2.009 -4.552 6.002 -0.10 -0.25 0.18
H 1.305 -2.300 4.794 0.63 -0.43 -0.28
H 2.341 -2.045 6.247 0.48 -0.57 -0.18
H 0.364 -0.895 6.007 -0.27 0.24 0.23
C 3.276 3.606 -3.346 -0.15 0.24 0.33
C 2.179 4.217 -4.177 -1.02 -0.29 -0.50
O 1.049 4.461 -3.296 0.69 0.05 -0.14
H 4.217 3.537 -3.891 -0.07 -0.04 0.03
H 2.988 2.628 -2.961 -0.01 -0.10 -0.26
H 3.401 4.226 -2.458 0.28 0.15 -0.04
H 1.856 3.568 -4.991 -0.10 -0.65 0.17
H 2.476 5.079 -4.774 0.24 0.67 0.72
H 0.411 5.052 -3.702 0.10 -0.01 -0.24
C 7.495 1.594 1.422 0.26 1.16 -0.28
C 6.833 1.253 2.749 -1.00 0.53 -1.94
O 6.987 -0.111 2.963 0.38 -0.89 0.89
H 7.397 2.648 1.159 0.18 0.38 0.43
H 6.987 1.154 0.565 0.10 -0.72 0.29
H 8.560 1.362 1.413 0.02 -0.15 -0.09
H 5.776 1.392 2.525 -0.23 0.19 0.65
H 7.124 1.869 3.600 0.16 0.05 -0.04
H 7.907 -0.197 3.225 0.12 -0.57 0.06
C 1.835 3.728 5.780 1.13 0.83 -0.37
O 0.962 3.142 4.837 -0.12 -0.27 0.45
H 2.807 3.940 5.333 0.33 -0.30 -0.25
H 1.547 4.729 6.100 -0.68 -0.07 0.32
H 2.062 3.103 6.644 -0.64 -0.23 -0.17
H 1.050 3.625 4.012 -0.02 0.04 -0.03
C -4.526 -4.412 3.268 -0.37 0.53 -0.11
O -5.922 -4.180 3.068 0.10 -0.31 0.29
H -3.986 -3.468 3.337 0.11 0.12 0.03
H -4.416 -4.920 4.226 -0.06 -0.12 -0.19
H -4.080 -4.991 2.459 -0.03 -0.23 0.04
H -6.083 -3.691 2.258 0.24 0.04 -0.07
C -6.622 3.079 -4.589 0.51 0.53 -0.38
O -7.103 2.050 -5.395 -0.36 -0.93 -0.64
H -7.416 3.550 -4.010 0.14 0.10 0.20
H -5.764 2.787 -3.983 -0.15 -0.20 0.43
H -6.205 3.784 -5.309 -0.20 0.37 0.18
H -7.501 1.336 -4.891 0.06 0.13 0.20
C 0.780 -7.020 0.811 1.23 0.90 -1.62
O 1.951 -7.026 1.596 0.13 -0.93 1.30
H 1.136 -7.201 -0.203 -0.37 -0.04 -0.52
H 0.068 -7.827 0.986 0.15 0.31 0.88
H 0.395 -6.000 0.799 -0.86 -0.26 0.17
H 2.434 -6.199 1.529 -0.26 0.06 -0.21
C -1.818 0.296 -6.782 -0.95 -0.32 0.05
O -0.932 -0.518 -6.087 1.65 -0.46 0.37
H -1.901 1.272 -6.305 -0.28 0.16 -0.17
H -1.529 0.415 -7.826 0.28 -0.08 0.16
H -2.743 -0.280 -6.750 -0.72 0.75 -0.38
H -1.148 -0.473 -5.153 0.04 -0.05 0.01
C 4.741 -3.068 -0.747 -0.59 0.11 0.05
O 4.496 -3.326 0.654 0.28 -0.20 -1.16
H 4.572 -2.016 -0.976 0.11 0.12 0.01
H 5.701 -3.373 -1.165 0.43 0.01 0.66
H 4.035 -3.626 -1.362 -0.34 -0.10 0.46
H 5.083 -2.765 1.166 0.09 0.06 0.03
C -0.457 0.310 0.069 0.52 -0.65 0.55
O -0.877 0.453 -1.250 -0.50 0.52 -0.87
H -0.599 -0.745 0.305 0.02 0.10 0.30
H 0.606 0.539 0.145 0.17 -0.01 0.27
H -1.006 0.934 0.775 -0.15 0.00 0.06
H -0.777 1.384 -1.458 -0.06 0.05 -0.34
C -6.190 0.206 0.480 0.62 0.88 -0.44
O -6.854 -0.958 0.066 -0.39 -0.57 0.56
H -5.409 0.418 -0.249 0.28 0.30 0.10
H -6.821 1.091 0.561 -0.39 -0.01 -0.18
H -5.720 0.133 1.461 -0.13 -0.72 -0.06
H -7.266 -0.802 -0.787 0.04 0.08 0.05
```
Forces are in eV/Å.

Computed properties:
2S+1: 1

Atom charges from the Mulliken analysis, given in e for atoms 1 to 6: number 1, C, carries -1.08; number 2, C, carries -0.10; number 3, O, carries -0.53; number 4, H, carries 0.30; number 5, H, carries 0.33; number 6, H, carries 0.30

---

(2)
DFT (the ωB97M-V functional and the def2-TZVPD basis) results for a structure of composition C3H4N2O at a distorted geometry.

```
10
Properties=species:S:1:pos:R:3:forces:R:3
C -0.786 -1.333 1.213 1.68 1.27 -1.25
C 0.308 1.158 -1.408 4.43 -0.72 2.58
C 0.496 0.094 0.197 1.30 2.85 -5.88
N 0.241 -1.130 1.975 2.71 1.51 1.85
N 1.037 -0.206 1.468 0.35 -1.03 2.96
O -0.626 -0.562 0.071 -5.51 -2.51 -1.23
H -1.550 -1.978 1.495 -1.52 -0.75 -0.34
H -0.697 1.389 -1.411 -2.09 0.29 0.05
H 0.627 0.449 -2.236 -0.40 0.93 1.34
H 0.949 2.118 -1.363 -0.95 -1.82 -0.08
```
Forces are in eV/Å.

Computed properties:
2S+1: 3

Atom charges from the Mulliken analysis, given in e for atoms 1 to 6: number 1, C, carries 0.00; number 2, C, carries -0.67; number 3, C, carries 0.11; number 4, N, carries -0.23; number 5, N, carries -0.25; number 6, O, carries -0.26

---

DFT total energy (Eh)
-1700.81881; -301.18584
Energy above the lowest of the compared OMol25 structures with the same formula, charge and spin (kJ/mol)
795.95; 273.63